No. 1
The following is a quantum chemistry calculation of a single C3H10NP molecule, from the Open Molecules 2025 dataset.

Summary:
**SMILES**: CC(C)NP
**Max |F|**: 0.06902 Eh/bohr

```
15
Properties=species:S:1:pos:R:3:mulliken_charge:R:1
C 0.935 1.058 -0.528 -1.27
C -1.456 0.391 -0.170 -1.25
C -0.057 -0.073 -0.138 0.29
N 0.397 -0.652 1.168 -0.37
P 0.536 -2.304 1.240 -0.13
H 0.578 2.091 -0.711 0.31
H 1.686 1.094 0.197 0.41
H 1.227 0.731 -1.577 0.23
H -1.449 1.246 0.595 0.33
H -2.232 -0.449 0.170 0.25
H -1.858 0.834 -1.112 0.33
H 0.105 -0.922 -0.830 0.50
H -0.030 -0.227 1.914 0.29
H -0.468 -2.529 0.236 0.05
H 1.569 -2.634 0.229 0.04
```

=====

No. 2
The following is a quantum chemistry calculation of 2 unconnected molecules or ions with the total composition C4H12O, from the Open Molecules 2025 dataset.

Summary:
**SMILES**: CCO.CC
**Max |F|**: 0.03405 Eh/bohr

```
17
Properties=species:S:1:pos:R:3:mulliken_charge:R:1
C 1.498 -0.602 1.802 -0.80
C 1.880 0.559 0.917 -0.91
H 0.756 -0.373 2.564 0.26
H 1.046 -1.393 1.194 0.23
H 2.369 -0.972 2.346 0.32
H 2.292 0.371 -0.075 0.34
H 2.725 1.120 1.334 0.36
H 1.043 1.263 0.854 0.25
C -1.557 0.346 -1.863 -0.24
C -1.922 -0.656 -0.724 -0.73
O -0.599 1.299 -1.443 -0.49
H -1.228 -0.231 -2.727 0.28
H -2.443 0.964 -2.008 0.26
H -2.524 -0.103 -0.009 0.28
H -0.019 0.931 -0.804 0.23
H -1.024 -0.956 -0.168 0.05
H -2.293 -1.566 -1.191 0.33
```

=====

Number 1: E_tot -14050.701 eV, HOMO-LUMO gap 0.375 Ha. Number 2: E_tot -6389.323 eV, HOMO-LUMO gap 0.414 Ha.